Here is a structure of composition C37H25N5O8Zr at a distorted geometry from the Open Molecules 2025 dataset. Energies are from ωB97M-V/def2-TZVPD.

- Electronic energy: -2347.6064 Ha
- Net charge: 0
- LUMO: -1.41 eV
- Kohn-Sham gap: 0.18329 Eh
- HOMO level: -6.399 eV

Geometry (Å):
1 Zr 0.00 0.94 -0.01
2 C 2.78 3.93 2.43
3 C 2.09 3.33 1.38
4 N 1.47 2.14 1.47
5 C 1.72 1.37 2.63
6 C 2.22 2.03 3.81
7 C 2.76 3.33 3.69
8 C 2.33 1.29 5.01
9 C 1.89 -0.04 5.06
10 C 1.47 -0.67 3.88
11 C 1.39 -0.02 2.63
12 N 0.89 -0.62 1.49
13 C 1.62 -1.63 0.78
14 C 1.59 -2.97 1.04
15 C 2.58 -3.76 0.46
16 C 3.47 -3.28 -0.49
17 C 3.48 -1.91 -0.82
18 C 4.26 -1.33 -1.86
19 C 4.08 -0.04 -2.22
20 C 3.02 0.69 -1.66
21 N 2.22 0.17 -0.73
22 C 2.50 -1.06 -0.26
23 H 3.28 4.88 2.24
24 H 1.99 3.85 0.45
25 H 3.33 3.71 4.51
26 H 2.62 1.80 5.95
27 H 2.04 -0.58 5.99
28 H 1.22 -1.74 3.94
29 H 0.90 -3.44 1.74
30 H 2.54 -4.83 0.80
31 H 4.19 -3.94 -0.93
32 H 5.05 -1.89 -2.37
33 H 4.69 0.35 -3.04
34 H 2.87 1.72 -1.91
35 C -1.54 4.45 -2.67
36 C -1.61 4.85 -1.30
37 C -0.59 4.17 -0.60
38 C 0.20 3.48 -1.50
39 C -0.36 3.68 -2.81
40 H -2.21 4.71 -3.48
41 H -2.31 5.51 -0.81
42 H -0.38 4.19 0.46
43 H 1.11 2.91 -1.32
44 H 0.01 3.30 -3.74
45 O -1.97 1.36 -0.95
46 C -3.08 1.02 -0.35
47 C -3.35 0.64 1.01
48 C -4.70 0.24 1.46
49 C -5.04 -0.05 2.76
50 C -3.98 0.05 3.68
51 C -2.68 0.47 3.39
52 C -2.32 0.80 2.06
53 O -1.14 1.22 1.68
54 N -6.32 -0.50 3.23
55 O -7.21 -0.57 2.36
56 O -6.41 -0.80 4.41
57 H -3.96 1.02 -0.99
58 H -5.40 0.05 0.62
59 H -4.25 -0.20 4.72
60 H -1.92 0.58 4.21
61 O -0.46 -0.98 -0.87
62 C -0.39 -0.72 -2.12
63 O 0.04 0.42 -2.47
64 C -0.79 -1.88 -3.06
65 C -0.58 -1.79 -4.41
66 C -0.68 -2.85 -5.26
67 C -1.02 -4.09 -4.68
68 C -0.99 -4.21 -3.30
69 C -0.92 -3.13 -2.49
70 N -1.31 -5.36 -5.37
71 O -1.55 -5.38 -6.60
72 O -1.27 -6.39 -4.61
73 H -0.45 -0.81 -4.80
74 H -0.60 -2.77 -6.34
75 H -1.09 -5.17 -2.82
76 H -1.08 -3.24 -1.41

Results of the Mulliken charge analysis, in e, for atoms 1 through 5:
1. Zr 0.226
2. C -1.093
3. C -0.375
4. N 0.931
5. C 0.894